No. 1
Below is 2 unconnected molecules or ions with the total composition C4H14N2OS2 in a non-equilibrium geometry, with properties calculated with ωB97M-V with the def2-TZVPD basis set.

Geometry as ORCA input:
```
! wB97M-V def2-TZVPD RIJCOSX def2/J DEFGRID3
* xyz 0 1
S -0.724 -3.009 -2.432
S -1.781 -1.266 -2.109
C -0.430 -0.077 -1.732
C 0.006 -0.092 -0.229
C 1.070 1.022 -0.100
N 0.956 1.585 1.255
N 0.528 -1.396 0.174
C 0.462 -1.765 1.589
H -0.403 -3.230 -1.154
H 0.378 -0.386 -2.393
H -0.764 0.954 -1.857
H -0.828 0.178 0.400
H 1.121 1.759 -0.905
H 2.054 0.535 -0.075
H 1.336 2.520 1.340
H 0.043 1.673 1.674
H 1.501 -1.426 -0.107
H 0.774 -2.795 1.738
H 1.097 -1.113 2.201
H -0.586 -1.738 1.903
H -2.233 2.840 -0.416
H -1.721 2.175 0.809
O -1.857 3.053 0.427
*
```

Computed properties:
Molar mass (g/mol): 170.303
Orbital gap (eV): 9.16
Energy above the lowest of the compared OMol25 structures with the same formula, charge and spin (eV): 0.220
F_max (eV/Å): 2.012

***

No. 2
Below is 10 unconnected molecules or ions with the total composition C22H64N2O13 in a non-equilibrium geometry, with properties calculated with ωB97M-V with the def2-TZVPD basis set.

Geometry as ORCA input:
```
! wB97M-V def2-TZVPD RIJCOSX def2/J DEFGRID3
* xyz 0 1
C 4.973 -6.025 4.800
O 5.012 -4.645 4.982
C 4.049 -4.022 4.116
C 4.371 -2.543 4.101
N 3.408 -1.784 3.228
H 3.587 -2.184 2.367
H 2.571 -2.135 3.673
C 3.546 -0.338 3.228
C 2.545 0.313 2.393
O 2.545 1.755 2.545
C 1.534 2.327 1.709
H 3.990 -6.488 4.768
H 5.448 -6.736 5.557
H 5.569 -6.202 3.868
H 3.092 -4.021 4.403
H 4.146 -4.495 3.108
H 5.216 -2.573 3.589
H 4.456 -2.266 5.290
H 4.455 -0.091 2.772
H 3.212 -0.026 4.280
H 1.616 -0.048 2.475
H 2.714 0.067 1.464
H 0.386 2.060 1.838
H 1.412 2.142 0.532
H 1.284 3.398 1.779
N -1.041 0.622 -0.318
O -0.812 1.599 -1.058
O -0.072 -0.139 -0.162
O -1.938 0.533 0.470
C -1.798 6.418 -2.165
C -1.793 4.934 -1.565
O -0.568 4.181 -1.943
H -1.140 7.011 -1.625
H -2.824 6.796 -2.024
H -1.456 6.660 -3.149
H -2.638 4.328 -2.098
H -1.792 4.845 -0.447
H -0.776 3.236 -1.661
C -3.055 4.692 2.857
C -2.304 3.355 2.481
O -3.033 2.914 1.360
H -4.015 4.483 3.052
H -3.225 5.474 2.205
H -2.594 5.238 3.598
H -2.162 2.760 3.411
H -1.337 3.646 2.171
H -2.621 2.128 0.910
C -6.793 0.192 1.362
C -5.282 0.237 1.464
O -4.707 0.161 0.184
H -7.342 1.074 0.698
H -7.280 0.192 2.283
H -7.153 -0.893 0.924
H -4.988 -0.446 2.143
H -4.976 1.214 1.957
H -3.882 0.220 0.236
C 3.092 1.765 -4.220
C 2.338 1.604 -2.835
O 1.241 0.831 -2.984
H 3.772 0.947 -4.488
H 3.835 2.701 -4.089
H 2.620 2.065 -5.095
H 1.968 2.503 -2.541
H 2.980 1.144 -2.131
H 0.714 0.894 -2.115
C -2.445 -4.213 1.400
C -1.821 -3.037 0.709
O -1.094 -2.293 1.594
H -3.063 -4.781 0.707
H -3.004 -3.816 2.240
H -1.629 -4.912 1.767
H -2.573 -2.197 0.293
H -1.232 -3.229 -0.173
H -1.117 -1.501 0.950
C 1.630 -3.431 0.184
C 3.152 -3.171 -0.272
O 3.925 -2.472 0.684
H 1.498 -4.183 0.933
H 1.137 -3.692 -0.767
H 1.279 -2.546 0.563
H 3.100 -2.516 -1.182
H 3.497 -4.191 -0.388
H 4.742 -2.532 0.411
C -1.482 -2.971 -3.427
C -0.619 -1.768 -3.085
O 0.220 -1.346 -4.119
H -2.303 -2.475 -3.936
H -1.934 -3.379 -2.556
H -0.927 -3.818 -3.951
H -0.077 -1.967 -2.077
H -1.293 -0.919 -2.909
H 0.752 -0.488 -3.621
C -1.892 1.801 -4.786
C -0.685 2.333 -5.470
O -1.071 3.152 -6.524
H -1.797 1.242 -3.716
H -2.302 1.218 -5.596
H -2.462 2.628 -4.543
H -0.217 1.456 -5.828
H 0.001 2.845 -4.625
H -0.193 3.608 -6.802
*
```

Computed properties:
Molar mass (g/mol): 564.755
Orbital gap (eV): 7.64
Energy above the lowest of the compared OMol25 structures with the same formula, charge and spin (eV): 0.000
F_max (eV/Å): 11.202

***

No. 3
Below is a molecular structure, C34H42N7O3SSiV in a non-equilibrium geometry, with properties calculated with ωB97M-V with the def2-TZVPD basis set.

Geometry as ORCA input:
```
! wB97M-V def2-TZVPD RIJCOSX def2/J DEFGRID3
* xyz 1 4
V 0.206 0.037 -0.227
N 0.435 -1.105 2.452
N 1.403 -0.742 3.406
C 1.744 0.558 3.491
N 2.759 0.837 4.327
S 1.000 1.722 2.553
H -0.480 -0.889 2.872
H 0.487 -2.117 2.372
H 2.094 -1.450 3.637
H 3.113 0.157 4.979
H 2.987 1.805 4.481
O -5.224 -0.023 5.260
C -5.674 -0.271 4.011
O -6.819 -0.559 3.816
C -4.672 -0.171 2.898
C -4.939 -0.895 1.738
C -4.059 -0.863 0.676
C -2.903 -0.088 0.760
C -2.644 0.664 1.899
C -3.526 0.619 2.967
N -1.942 -0.024 -0.284
C -2.385 -0.102 -1.469
C -1.446 -0.198 -2.575
C -1.858 -0.373 -3.894
C -0.911 -0.531 -4.880
C 0.429 -0.507 -4.521
C 0.763 -0.324 -3.193
N -0.153 -0.164 -2.237
H -4.270 0.139 5.252
H -5.842 -1.483 1.691
H -4.251 -1.467 -0.196
H -1.768 1.310 1.934
H -3.323 1.241 3.828
H -3.455 -0.104 -1.675
H -2.914 -0.398 -4.120
H -1.203 -0.676 -5.908
H 1.208 -0.631 -5.256
H 1.791 -0.308 -2.846
C 2.972 2.439 -1.047
Si 3.533 0.731 -0.519
C 4.576 0.090 -1.956
C 4.574 0.936 1.046
N 2.183 -0.337 -0.240
C 2.500 -1.669 -0.014
C 3.791 -2.164 0.238
C 4.039 -3.522 0.400
C 3.017 -4.454 0.324
C 1.716 -4.012 0.093
C 1.499 -2.661 -0.063
O 0.205 -2.148 -0.242
C -0.804 -3.007 -0.668
C -1.798 -3.376 0.223
C -2.823 -4.199 -0.232
C -2.837 -4.637 -1.545
C -1.826 -4.259 -2.421
C -0.796 -3.437 -1.988
H 3.862 2.953 -1.407
H 2.566 3.015 -0.223
H 2.252 2.420 -1.861
H 5.620 0.367 -1.842
H 4.238 0.537 -2.890
H 4.539 -0.989 -2.070
H 4.526 1.961 1.401
H 5.621 0.695 0.885
H 4.206 0.298 1.843
H 4.618 -1.483 0.313
H 5.051 -3.847 0.584
H 3.215 -5.507 0.441
H 0.894 -4.711 0.031
H -1.783 -3.020 1.240
H -3.608 -4.495 0.447
H -3.631 -5.279 -1.889
H -1.836 -4.608 -3.443
H 0.004 -3.135 -2.645
C -1.960 4.827 -0.193
C -0.486 4.614 -0.549
C 0.420 5.331 0.456
C -0.191 5.073 -1.980
C -0.207 3.169 -0.463
N 0.008 2.033 -0.383
H -2.184 5.890 -0.275
H -2.170 4.509 0.826
H -2.616 4.283 -0.871
H 0.110 6.373 0.514
H 1.460 5.297 0.137
H 0.348 4.892 1.448
H -0.346 6.150 -2.035
H -0.856 4.593 -2.696
H 0.838 4.858 -2.257
*
```

Computed properties:
Molar mass (g/mol): 707.853
Orbital gap (spin up / spin down) (eV): 5.38 / 5.79
Energy above the lowest of the compared OMol25 structures with the same formula, charge and spin (eV): 0.000
F_max (eV/Å): 2.392

***

No. 4
Below is a single H2N2 molecule in a non-equilibrium geometry, with properties calculated with ωB97M-V with the def2-TZVPD basis set.

Geometry as ORCA input:
```
! wB97M-V def2-TZVPD RIJCOSX def2/J DEFGRID3
* xyz 0 1
H 1.139 0.499 -0.100
H -1.096 0.481 0.103
N 0.630 -0.500 0.023
N -0.673 -0.480 -0.026
*
```

Computed properties:
Molar mass (g/mol): 30.030
Orbital gap (eV): 10.11
Energy above the lowest of the compared OMol25 structures with the same formula, charge and spin (eV): 0.452
F_max (eV/Å): 4.387

***

No. 5
Below is a molecular structure, C32H29F3N6O5PPbS in a non-equilibrium geometry, with properties calculated with ωB97M-V with the def2-TZVPD basis set.

Geometry as ORCA input:
```
! wB97M-V def2-TZVPD RIJCOSX def2/J DEFGRID3
* xyz 3 1
Pb 0.545 0.531 0.811
F 0.559 4.083 5.716
C 0.160 4.538 4.526
F -0.514 5.670 4.718
F 1.254 4.853 3.827
C -0.718 3.509 3.841
C -2.073 3.508 4.135
C -2.902 2.559 3.549
C -2.333 1.644 2.685
N -1.036 1.634 2.401
C -0.218 2.538 2.964
S 1.444 2.385 2.484
H -2.468 4.256 4.806
H -3.958 2.548 3.760
H -2.925 0.887 2.192
O -2.259 0.576 -0.707
N -1.885 -0.016 -1.897
C -1.708 0.684 -3.016
C -1.441 -0.102 -4.146
C -1.314 0.337 -5.473
C -1.147 -0.609 -6.470
C -1.108 -1.966 -6.162
C -1.219 -2.414 -4.842
C -1.372 -1.489 -3.830
P -1.558 -1.731 -2.022
C -3.050 -2.720 -1.765
C -2.966 -4.109 -1.863
C -4.127 -4.858 -1.779
C -5.355 -4.232 -1.611
C -5.435 -2.849 -1.526
C -4.285 -2.085 -1.600
C 0.052 -2.434 -1.541
C 0.105 -3.418 -0.619
C 1.291 -4.199 -0.384
C 2.416 -3.984 -1.076
C 2.556 -2.805 -1.984
C 1.293 -1.966 -2.243
H -3.074 1.101 -0.834
H -1.814 1.758 -3.013
H -1.371 1.391 -5.706
H -1.057 -0.298 -7.500
H -0.992 -2.690 -6.955
H -1.204 -3.473 -4.632
H -2.010 -4.593 -2.011
H -4.071 -5.932 -1.852
H -6.254 -4.824 -1.556
H -6.395 -2.369 -1.406
H -4.357 -1.008 -1.533
H -0.790 -3.722 -0.094
H 1.215 -5.025 0.305
H 3.270 -4.636 -0.989
H 3.159 -3.040 -2.868
H 1.095 -1.693 -3.287
O 1.934 -0.871 -1.564
O 3.100 -1.653 -1.300
N 2.543 3.006 -2.120
C 1.462 3.058 -1.336
N 1.170 4.244 -0.789
O 0.731 2.051 -1.162
H 3.130 3.812 -2.264
H 2.816 2.130 -2.530
H 1.770 5.047 -0.896
H 0.376 4.342 -0.179
O -2.292 -1.859 1.129
C -1.758 -1.493 0.202
N 4.194 -3.882 4.072
C 3.468 -3.059 3.315
C 4.069 -2.102 2.466
C 3.280 -1.234 1.758
N 1.938 -1.239 1.809
C 1.358 -2.182 2.569
C 2.054 -3.100 3.308
H 5.200 -3.826 4.075
H 3.759 -4.516 4.722
H 5.144 -2.039 2.393
H 3.726 -0.497 1.108
H 0.277 -2.177 2.579
H 1.528 -3.832 3.899
*
```

Computed properties:
Molar mass (g/mol): 904.856
Orbital gap (eV): 4.64
Energy above the lowest of the compared OMol25 structures with the same formula, charge and spin (eV): 5.867
F_max (eV/Å): 2.192

***

No. 6
Below is 2 unconnected molecules or ions with the total composition N2 in a non-equilibrium geometry, with properties calculated with ωB97M-V with the def2-TZVPD basis set.

Geometry as ORCA input:
```
! wB97M-V def2-TZVPD RIJCOSX def2/J DEFGRID3
* xyz -1 2
N 0.607 0.754 0.211
N -0.607 -0.754 -0.211
*
```

Computed properties:
Molar mass (g/mol): 28.014
Orbital gap (spin up / spin down) (eV): 7.44 / 7.12
Energy above the lowest of the compared OMol25 structures with the same formula, charge and spin (eV): 7.893
F_max (eV/Å): 9.102

***

No. 7
Below is 6 unconnected molecules or ions with the total composition C20H32F4O17P in a non-equilibrium geometry, with properties calculated with ωB97M-V with the def2-TZVPD basis set.

Geometry as ORCA input:
```
! wB97M-V def2-TZVPD RIJCOSX def2/J DEFGRID3
* xyz -1 1
C 7.790 -12.606 16.338
C 6.524 -11.984 15.686
O 6.376 -12.111 14.282
H 7.863 -12.313 17.386
H 8.709 -12.207 15.910
H 7.781 -13.695 16.277
H 6.451 -10.978 16.100
H 5.783 -12.635 16.151
C 4.507 -13.006 7.797
C 5.854 -12.635 8.400
O 6.266 -11.806 7.438
C 5.877 -12.178 6.212
O 6.325 -11.714 5.145
O 4.910 -13.027 6.382
F 6.573 -13.850 8.289
H 3.693 -12.345 8.092
H 4.276 -14.002 8.174
H 5.989 -12.182 9.382
C 5.154 -17.563 13.000
C 4.020 -17.456 13.985
O 4.162 -18.730 14.610
C 4.984 -19.564 13.920
O 5.231 -20.719 14.326
O 5.328 -18.974 12.820
F 2.773 -17.140 13.449
H 5.974 -17.180 13.607
H 5.023 -16.943 12.113
H 4.202 -16.648 14.693
C 2.738 -8.003 12.254
C 3.663 -6.806 12.534
O 2.828 -5.687 12.922
C 1.586 -6.084 12.677
O 0.616 -5.312 12.622
O 1.511 -7.348 12.246
F 4.246 -6.515 11.335
H 2.827 -8.872 12.906
H 3.044 -8.384 11.280
H 4.375 -7.233 13.241
C 11.024 -11.326 11.926
C 10.967 -10.092 12.763
O 10.756 -9.057 11.967
C 10.949 -9.440 10.716
O 10.840 -8.667 9.657
O 11.309 -10.793 10.695
F 12.120 -9.936 13.458
H 10.065 -11.815 11.759
H 11.780 -12.016 12.301
H 10.167 -10.006 13.499
C -4.927 -15.901 20.554
C -3.650 -16.378 21.248
O -3.374 -15.127 21.878
P -1.873 -14.447 21.886
O -1.840 -12.994 22.235
O -1.240 -14.942 20.510
C -1.621 -14.641 19.126
C -0.808 -13.606 18.334
O -1.111 -15.392 23.010
C -1.559 -15.430 24.372
C -2.517 -16.598 24.475
H -5.164 -16.600 19.752
H -5.705 -15.830 21.314
H -4.888 -14.914 20.092
H -3.904 -17.262 21.834
H -2.928 -16.625 20.470
H -1.412 -15.610 18.673
H -2.675 -14.380 19.028
H 0.213 -13.936 18.143
H -1.208 -13.545 17.322
H -0.942 -12.641 18.822
H -0.659 -15.401 24.986
H -2.046 -14.472 24.554
H -2.189 -17.190 23.621
H -2.654 -16.992 25.482
H -3.418 -16.054 24.192
*
```

Computed properties:
Molar mass (g/mol): 651.425
Orbital gap (eV): 5.06
F_max (eV/Å): 7.876

***

No. 8
Below is a single C21H33N3O3 molecule, with properties calculated with ωB97M-V with the def2-TZVPD basis set.

Geometry as ORCA input:
```
! wB97M-V def2-TZVPD RIJCOSX def2/J DEFGRID3
* xyz 0 1
C -4.223 -3.358 6.038
H -4.698 -4.297 5.760
H -5.000 -2.610 6.178
C -3.240 -2.915 4.962
C -3.931 -2.705 3.617
C -2.930 -2.264 2.541
N -3.478 -1.989 1.222
C -4.023 -3.163 0.568
H -4.188 -2.944 -0.486
H -4.976 -3.495 1.001
H -3.304 -3.978 0.640
C -4.398 -0.856 1.187
H -5.432 -1.175 1.397
C -4.370 -0.120 -0.158
C -3.014 0.527 -0.430
N -1.994 -0.488 -0.548
C -1.015 -0.456 -1.458
O -0.876 0.437 -2.273
C -0.085 -1.679 -1.396
H -0.679 -2.554 -1.674
C 1.107 -1.481 -2.341
N 2.158 -0.993 -1.481
C 1.929 -1.167 -0.167
O 2.682 -0.869 0.733
C 0.566 -1.841 -0.020
H 0.727 -2.892 0.231
H 0.008 -1.378 0.792
C 3.337 -0.326 -1.982
C 3.326 1.156 -1.692
C 4.485 1.795 -1.283
C 4.503 3.153 -1.012
C 3.338 3.898 -1.141
C 2.167 3.258 -1.548
C 2.162 1.908 -1.821
H 1.238 1.442 -2.127
H 1.267 3.844 -1.642
O 3.233 5.238 -0.897
C 4.377 5.931 -0.465
H 4.751 5.537 0.486
H 5.177 5.895 -1.212
H 4.062 6.964 -0.326
H 5.427 3.610 -0.694
H 5.396 1.227 -1.166
H 4.217 -0.775 -1.511
H 3.388 -0.502 -3.061
H 1.410 -2.421 -2.820
H 0.862 -0.748 -3.116
H -2.131 -1.272 0.088
H -2.760 1.213 0.389
H -3.028 1.099 -1.362
H -5.135 0.657 -0.139
H -4.610 -0.807 -0.969
H -4.099 -0.153 1.967
H -2.170 -3.042 2.421
H -2.422 -1.355 2.879
H -4.708 -1.946 3.727
H -4.410 -3.637 3.312
H -2.759 -1.984 5.270
H -2.457 -3.670 4.851
H -3.711 -3.502 6.987
*
```

Computed properties:
Molar mass (g/mol): 375.513
Orbital gap (eV): 8.60
Energy above the lowest of the compared OMol25 structures with the same formula, charge and spin (eV): 1.210
F_max (eV/Å): 0.522